This record from OMol25 describes the molecule C9H12N4O. The level of theory is ωB97M-V with the def2-TZVPD basis set.

Calculated values
orbital gap (alpha / beta) = 6.3 / 5.7 eV
molar mass = 192.22 g mol⁻¹
spin multiplicity = 3

Structure (XYZ):
```
26
Properties=species:S:1:pos:R:3:forces:R:3
C 2.1749 -1.1508 0.7499 2.445 2.459 0.389
C -0.1393 -0.9081 0.4012 -0.359 -0.666 0.368
H 2.3691 2.8373 0.4442 2.399 -0.351 -0.025
H 3.0996 -1.7215 0.6004 -0.269 0.433 0.438
H 3.2653 2.9360 1.9078 0.400 -0.093 -0.192
C -1.8394 -2.0367 -1.2181 -0.720 -2.975 -0.625
N -1.3245 -1.6321 0.0920 1.041 2.122 -0.344
H -3.9965 -0.7953 0.3642 0.155 0.486 -0.684
H 4.1476 0.6392 0.1845 0.709 -0.644 -0.351
N 1.0941 1.0127 0.7771 -3.207 1.993 0.229
H -5.1501 0.5198 -1.6549 0.416 0.206 0.747
O -1.9529 -2.9709 -1.9389 0.785 0.258 0.026
H -2.9952 0.7443 0.0609 -0.927 -1.169 -0.431
C 3.4101 2.5433 0.8886 -3.586 -0.743 0.997
C 0.9702 -1.7749 0.6837 -1.680 -2.659 -0.934
H -4.3790 -0.6883 -2.4041 0.817 -0.971 -0.082
C 2.1913 0.2575 0.9221 3.299 -3.924 -1.229
N -2.3114 -0.9188 -0.8546 1.858 1.749 1.937
N -0.0962 0.4264 0.5216 -0.976 -0.800 -0.618
C -3.4385 -0.1988 -0.3977 -0.419 0.977 -0.257
H 4.3035 2.9245 0.4982 0.890 0.949 -0.930
C 3.5259 0.9918 0.9718 -2.054 1.478 0.669
C -4.1251 0.1123 -1.7341 -1.914 1.800 0.038
H 0.8866 -2.8694 0.4477 -0.059 1.284 0.422
H -3.5879 0.9038 -2.2781 0.125 -0.541 0.168
H 3.8978 0.8166 1.9647 0.832 -0.658 0.273
```
Forces are in eV/Å.

This record from OMol25 describes a structure of composition C9H12N6O2RhS. The level of theory is ωB97M-V with the def2-TZVPD basis set.

Calculated values
orbital gap (alpha / beta) = 6.6 / 6.5 eV
molar mass = 371.21 g mol⁻¹
spin multiplicity = 5
net charge = +1

Structure (XYZ):
```
31
Properties=species:S:1:pos:R:3:forces:R:3
O -4.7343 1.0574 0.8958 -0.018 -0.018 -0.069
C -1.0610 0.3635 -3.3480 -0.033 -0.001 0.008
C 1.2559 0.0994 -2.7998 0.001 0.004 -0.025
C 1.8359 0.0552 -0.3928 -0.116 0.014 0.268
H 3.7988 -0.1353 0.4041 -0.010 0.008 0.004
C 1.3364 0.2056 3.1082 0.344 -0.025 -0.051
C -3.6253 0.6099 0.8510 0.241 0.107 0.188
H 2.2918 -0.0217 -3.0821 -0.006 -0.002 -0.006
H 3.7162 0.6834 -1.1610 0.007 -0.006 0.000
H 3.0705 0.1323 4.1545 -0.013 -0.014 -0.008
C 3.2979 -0.1256 -0.5580 -0.006 -0.041 0.000
S -0.3893 0.3272 3.2061 0.089 -0.076 -0.015
H 0.5201 0.1561 -4.7981 0.006 -0.002 0.005
C 0.9180 0.1579 -1.4258 -0.068 0.006 0.020
N -0.4097 0.3235 -1.0610 0.075 -0.090 -0.238
Rh -0.7344 0.5738 0.9451 -0.351 0.145 0.220
N 1.2255 0.1487 0.9081 0.324 -0.015 -0.352
H 1.6365 0.2920 5.1230 0.019 -0.014 0.000
N -2.1366 -1.2899 0.9300 0.073 -0.046 -0.031
H -1.8739 -1.9516 0.2086 0.026 -0.030 -0.017
C 0.2705 0.2000 -3.7469 0.035 0.000 -0.008
H -1.8606 0.4451 -4.0690 -0.001 0.001 0.010
H -2.3661 0.5651 -1.6453 0.000 -0.002 -0.012
H -2.1072 -1.7529 1.8341 -0.009 0.000 0.044
H 3.5153 -1.0661 -1.0704 0.007 0.008 -0.006
N -3.4036 -0.7562 0.6419 -0.041 -0.014 -0.055
O -2.5114 1.3382 0.9479 -0.148 0.037 -0.114
C -1.3528 0.4243 -1.9981 0.023 0.034 0.022
N 2.0656 0.1822 4.2192 -0.035 0.053 0.052
H -4.2056 -1.3401 0.8303 -0.011 -0.024 -0.008
N 2.0172 0.0984 1.9483 -0.402 0.002 0.173
```
Forces are in eV/Å.

This record from OMol25 describes a structure of composition C9H12NO. The level of theory is ωB97M-V with the def2-TZVPD basis set.

Calculated values
orbital gap (alpha / beta) = 7.6 / 7.6 eV
molar mass = 150.20 g mol⁻¹
relative energy (zero: lowest compared OMol25 entry of this formula, charge and spin) = 146.4 kcal/mol
net charge = +1

Structure (XYZ):
```
23
Properties=species:S:1:pos:R:3:forces:R:3
C 0.5404 -1.4655 -0.1267 1.822 0.729 0.107
C -2.4087 0.5667 0.0283 -0.324 -0.624 0.082
O -1.5152 -2.4331 0.9438 0.739 1.865 -1.475
H -3.1135 0.1983 0.7795 -0.186 -0.429 -0.480
C 0.9641 -2.3147 -1.3203 -0.691 -2.255 -0.037
C 2.3639 1.6126 0.4279 -1.059 0.704 -2.486
H -1.8863 2.4512 1.3431 -0.422 -1.141 -1.004
H -3.1964 2.4927 0.0596 1.067 0.164 0.343
H -1.4957 2.3491 -0.3838 1.312 1.320 -1.263
C 0.2527 0.0166 -0.1943 -0.928 -1.712 1.724
H 1.0803 -1.6193 -2.1292 0.056 -0.096 -0.803
C -1.1597 -0.2369 0.1086 0.843 2.597 -1.658
H 2.3753 -1.6014 1.3162 0.718 0.172 0.750
H 3.3889 1.4067 0.3117 1.366 -0.099 -0.252
H 1.9735 2.2368 -0.4420 0.778 -0.539 1.268
H 2.2283 2.1077 1.3265 -0.342 1.288 1.794
H 1.9061 -2.9027 -1.1962 -0.469 0.984 0.339
H -2.8035 0.3800 -1.0731 0.485 0.575 2.313
H 0.2557 -3.1992 -1.5892 0.629 2.003 0.451
C 1.6241 0.3772 0.4078 -1.932 -2.672 -1.155
N -0.9303 -1.5393 0.3201 0.290 -2.784 2.027
C -2.1969 2.0627 0.3262 -1.935 -0.168 0.492
C 1.7527 -0.9462 0.7554 -1.818 0.118 -1.076
```
Forces are in eV/Å.

This record from OMol25 describes the molecule C9H12NO2P. The level of theory is ωB97M-V with the def2-TZVPD basis set.

Calculated values
orbital gap (alpha / beta) = 7.8 / 7.8 eV
molar mass = 197.17 g mol⁻¹
SMILES string = C=PC[C@]12C(O)=NC(O)=C1C2(C)C
relative energy (zero: lowest compared OMol25 entry of this formula, charge and spin) = 131.1 kcal/mol

Structure (XYZ):
```
25
Properties=species:S:1:pos:R:3:forces:R:3
H 4.2282 0.1277 -0.7348 -2.021 0.750 1.432
H 2.1614 -3.1527 -1.3785 -1.460 0.840 -0.073
C -1.8146 0.8448 -1.1072 0.338 -1.306 -1.020
O 1.3131 -0.4555 2.5334 0.804 -1.767 -2.433
C 1.0553 -0.7038 1.1975 -1.073 1.543 1.200
C -0.9865 -0.2239 -0.4525 0.519 -0.097 0.533
H -2.2470 -1.8763 -0.5806 0.232 0.189 1.115
H -2.1861 0.4469 -2.0646 -0.305 -0.301 0.441
P 2.1577 1.4439 -1.0351 0.758 -0.602 0.789
H 0.1140 2.3139 0.0355 -1.521 2.131 -0.165
C -1.6619 -1.3674 0.2433 -0.993 -0.197 -3.765
C 0.2263 0.2555 0.3861 1.354 -2.336 -0.922
C 0.3770 -0.5220 -0.9829 -1.230 0.145 0.445
H -1.0819 1.5139 -1.5038 -0.022 1.448 0.209
H 3.0373 0.1735 0.7923 0.514 -0.365 1.427
H -2.2950 -1.0555 1.0201 -0.721 0.191 1.207
C 1.1122 -1.6822 -0.6842 -1.123 1.837 -1.495
N 1.6304 -1.6629 0.5442 0.831 -1.847 1.709
C 3.2716 0.5094 -0.1662 1.325 1.201 -3.450
H 0.8934 0.3598 2.7455 -0.720 1.084 0.359
H 1.4365 1.8155 1.1969 -0.771 0.599 -0.021
H -2.6575 1.1927 -0.5221 0.216 0.497 0.146
H -0.8468 -1.9864 0.4605 0.391 -1.408 1.228
C 0.8116 1.6180 0.3119 3.121 -1.353 0.217
O 1.3463 -2.6124 -1.6101 1.556 -0.874 0.886
```
Forces are in eV/Å.